No. 1
{
  "formula": "C32H51As4OPTi",
  "method": "ωB97M-V with the def2-TZVPD basis set",
  "gap_ev": 3.86,
  "multiplicity": 1,
  "lumo_energy_ev": -13.14,
  "charge": 4,
  "e_tot_ev": -311778.427,
  "elements": ["Ti", "C", "As", "C", "C", "C", "C", "C", "As", "C", "C", "C", "As", "C", "C", "H", "H", "H", "H", "H", "H", "H", "H", "H", "H", "H", "H", "H", "H", "H", "H", "H", "H", "H", "H", "H", "H", "H", "H", "H", "H", "H", "C", "As", "C", "C", "O", "H", "H", "H", "H", "H", "H", "H", "H", "H", "C", "C", "C", "C", "C", "C", "P", "C", "C", "C", "C", "C", "C", "C", "C", "C", "C", "C", "C", "H", "H", "H", "H", "H", "H", "H", "H", "H", "H", "H", "H", "H", "H", "H"],
  "coordinates": [[-0.381, -0.065, -0.550], [3.110, -2.308, -1.085], [2.239, -0.574, -1.036], [2.608, 0.117, -2.813], [3.211, 0.757, 0.053], [3.353, 0.611, 1.575], [4.243, 1.770, 2.054], [1.998, 0.824, 2.292], [0.497, -0.373, 1.921], [0.976, -2.238, 2.138], [-0.766, -0.106, 3.365], [3.965, -0.737, 1.949], [5.857, -1.356, 1.553], [6.463, -0.228, 0.055], [6.833, -0.438, 2.975], [2.941, -2.902, -0.193], [4.184, -2.138, -1.185], [2.754, -2.839, -1.967], [3.689, 0.093, -2.955], [2.267, 1.147, -2.883], [2.141, -0.499, -3.579], [2.756, 1.717, -0.213], [4.206, 0.744, -0.401], [3.791, 2.740, 1.835], [5.215, 1.730, 1.571], [4.406, 1.704, 3.130], [1.608, 1.829, 2.103], [2.144, 0.739, 3.373], [1.634, -2.302, 3.006], [1.473, -2.657, 1.270], [0.056, -2.778, 2.345], [-0.284, -0.490, 4.266], [-1.681, -0.663, 3.173], [-0.987, 0.950, 3.493], [3.335, -1.537, 1.542], [3.913, -0.864, 3.037], [5.963, -0.463, -0.888], [7.510, -0.493, -0.096], [6.426, 0.846, 0.237], [6.421, -0.731, 3.940], [6.837, 0.646, 2.885], [7.861, -0.796, 2.941], [-2.716, 2.792, -2.513], [-0.813, 2.822, -2.536], [-0.078, 4.361, -1.688], [-0.069, 2.489, -4.264], [-0.309, 1.435, -1.514], [-3.056, 3.616, -3.146], [-3.073, 2.952, -1.496], [-3.089, 1.850, -2.915], [-0.356, 5.228, -2.294], [1.008, 4.283, -1.658], [-0.489, 4.479, -0.687], [-0.659, 3.052, -4.990], [-0.135, 1.428, -4.502], [0.964, 2.832, -4.297], [-6.231, -0.767, -3.445], [-5.245, -1.747, -3.393], [-4.223, -1.653, -2.464], [-4.194, -0.568, -1.582], [-5.186, 0.417, -1.632], [-6.205, 0.308, -2.564], [-2.910, -0.390, -0.355], [-2.112, -1.974, -0.091], [-1.163, -2.228, -1.102], [-0.522, -3.464, -1.221], [-0.826, -4.452, -0.300], [-1.742, -4.207, 0.726], [-2.367, -2.976, 0.853], [-3.484, 0.428, 1.121], [-2.918, 1.658, 1.471], [-3.400, 2.357, 2.568], [-4.438, 1.822, 3.321], [-5.008, 0.600, 2.976], [-4.545, -0.095, 1.871], [-7.035, -0.851, -4.164], [-5.288, -2.594, -4.065], [-3.483, -2.443, -2.412], [-5.194, 1.236, -0.922], [-6.991, 1.050, -2.593], [-1.133, -1.536, -1.977], [0.159, -3.657, -2.039], [-0.365, -5.428, -0.380], [-1.985, -5.002, 1.420], [-3.096, -2.815, 1.638], [-2.124, 2.092, 0.866], [-2.981, 3.319, 2.831], [-4.821, 2.367, 4.174], [-5.830, 0.204, 3.557], [-5.028, -1.019, 1.576]]
}

=====

No. 2
{
  "formula": "C32H51AsMoN2O3PS2Si",
  "method": "ωB97M-V with the def2-TZVPD basis set",
  "gap_ev": [6.05, 6.42],
  "multiplicity": 3,
  "lumo_energy_ev": [-10.38, -10.10],
  "charge": 3,
  "e_tot_ev": -144644.373,
  "elements": ["Mo", "C", "C", "C", "C", "O", "Si", "S", "O", "C", "C", "C", "C", "O", "C", "C", "C", "C", "H", "H", "H", "H", "H", "H", "H", "H", "H", "H", "H", "H", "H", "H", "H", "H", "H", "H", "H", "H", "H", "H", "H", "H", "H", "H", "H", "N", "P", "C", "C", "C", "C", "C", "C", "C", "C", "C", "C", "C", "C", "C", "C", "C", "C", "C", "N", "H", "H", "H", "H", "H", "H", "H", "H", "H", "H", "H", "H", "H", "H", "H", "C", "As", "C", "C", "S", "H", "H", "H", "H", "H", "H", "H", "H", "H"],
  "coordinates": [[-0.875, -1.028, 0.313], [5.939, -0.329, -2.013], [4.925, -0.578, -0.912], [5.493, -0.040, 0.387], [4.598, -2.033, -0.859], [3.672, 0.108, -1.248], [2.690, 1.250, -0.680], [0.615, 0.336, -0.435], [2.952, 1.717, 0.842], [2.788, 3.058, 1.488], [4.171, 3.633, 1.533], [1.789, 3.895, 0.630], [2.148, 2.807, 2.849], [2.293, 2.349, -1.789], [2.596, 2.507, -3.198], [4.048, 3.034, -3.360], [2.477, 1.121, -3.901], [1.489, 3.418, -3.692], [6.788, -1.000, -1.872], [6.313, 0.684, -1.928], [5.394, -0.425, -2.938], [6.378, -0.583, 0.699], [4.753, -0.103, 1.182], [5.808, 1.003, 0.377], [5.562, -2.618, -0.758], [3.951, -2.284, -1.686], [3.995, -2.248, 0.102], [4.588, 3.843, 0.570], [4.784, 2.880, 2.075], [4.380, 4.528, 2.164], [2.201, 4.195, -0.329], [1.634, 4.795, 1.211], [0.821, 3.391, 0.430], [2.818, 2.230, 3.516], [1.235, 2.220, 2.722], [1.858, 3.819, 3.279], [4.687, 2.550, -2.659], [4.096, 4.192, -3.232], [4.406, 2.787, -4.372], [3.155, 0.455, -3.376], [2.742, 1.197, -4.981], [1.420, 0.782, -3.861], [1.260, 4.273, -2.991], [0.534, 2.882, -3.812], [1.797, 3.819, -4.653], [-3.265, -0.188, 2.028], [-3.060, 0.021, 0.327], [-3.357, 1.817, 0.142], [-4.446, 2.372, -0.540], [-4.712, 3.782, -0.491], [-3.776, 4.629, 0.117], [-2.661, 4.058, 0.804], [-2.448, 2.721, 0.749], [-4.584, -0.893, -0.150], [-5.767, -0.500, 0.476], [-6.944, -1.246, 0.265], [-6.904, -2.305, -0.629], [-5.726, -2.692, -1.246], [-4.536, -1.996, -1.019], [-2.387, -0.866, 2.847], [-2.846, -1.232, 4.141], [-1.943, -1.817, 5.028], [-0.679, -2.220, 4.533], [-0.313, -1.901, 3.241], [-1.167, -1.261, 2.377], [-3.913, 0.400, 2.592], [-5.168, 1.703, -0.977], [-5.617, 4.159, -0.906], [-3.882, 5.703, 0.174], [-1.928, 4.587, 1.378], [-1.540, 2.293, 1.080], [-5.802, 0.309, 1.186], [-7.866, -1.032, 0.795], [-7.804, -2.875, -0.892], [-5.702, -3.460, -2.027], [-3.632, -2.171, -1.612], [-3.888, -1.001, 4.453], [-2.125, -1.886, 6.159], [0.065, -2.689, 5.187], [0.721, -2.054, 2.800], [-0.874, -5.096, 1.497], [-1.513, -4.946, -0.338], [-3.455, -5.302, -0.511], [-0.460, -6.099, -1.533], [-0.774, -2.806, -1.043], [-0.817, -6.127, 1.790], [-1.578, -4.579, 2.169], [0.135, -4.650, 1.576], [-3.704, -5.946, 0.335], [-3.594, -5.744, -1.511], [-4.041, -4.377, -0.427], [-0.045, -6.882, -0.921], [0.335, -5.575, -2.101], [-1.176, -6.632, -2.210]]
}

=====

No. 3
{
  "formula": "C32H51Br10N2O3P",
  "method": "ωB97M-V with the def2-TZVPD basis set",
  "gap_ev": 7.52,
  "multiplicity": 1,
  "lumo_energy_ev": -1.14,
  "smiles": "CNCC1=C(CC[C@@H](C)CCC=C(C)C)C(=O)c2ccc(P(N)O)cc2C1=O.BrCCBr.BrCCBr.BrCCBr.BrCCBr.BrCCBr",
  "e_tot_ev": -752845.113,
  "elements": ["C", "N", "C", "C", "C", "C", "C", "C", "C", "C", "C", "C", "C", "C", "C", "C", "O", "C", "C", "C", "C", "P", "N", "O", "C", "C", "C", "O", "H", "H", "H", "H", "H", "H", "H", "H", "H", "H", "H", "H", "H", "H", "H", "H", "H", "H", "H", "H", "H", "H", "H", "H", "H", "H", "H", "H", "H", "H", "H", "Br", "C", "C", "Br", "H", "H", "H", "H", "Br", "C", "C", "Br", "H", "H", "H", "H", "Br", "C", "C", "Br", "H", "H", "H", "H", "Br", "C", "C", "Br", "H", "H", "H", "H", "Br", "C", "C", "Br", "H", "H", "H", "H"],
  "coordinates": [[-4.107, -3.243, -1.759], [-2.864, -2.921, -2.499], [-1.733, -2.661, -1.591], [-0.971, -1.325, -1.860], [-0.560, -0.860, -3.073], [-0.778, -1.674, -4.382], [0.319, -2.818, -4.453], [-0.033, -4.002, -5.434], [0.820, -3.877, -6.789], [0.417, -5.391, -4.785], [-0.686, -5.776, -3.725], [-0.238, -6.846, -2.682], [-0.039, -8.170, -2.925], [-0.584, -8.754, -4.278], [0.678, -9.020, -1.827], [0.157, 0.518, -3.221], [0.697, 0.857, -4.257], [0.201, 1.504, -2.041], [0.608, 2.896, -2.137], [0.643, 3.712, -0.911], [0.293, 3.217, 0.410], [0.389, 4.240, 1.991], [1.952, 3.783, 2.691], [-0.739, 3.642, 3.081], [-0.169, 1.807, 0.503], [-0.196, 1.010, -0.712], [-0.662, -0.458, -0.600], [-0.749, -0.938, 0.521], [-4.119, -4.264, -1.295], [-4.951, -3.198, -2.503], [-4.288, -2.417, -1.026], [-2.664, -3.661, -3.172], [-2.167, -2.588, -0.554], [-0.969, -3.482, -1.541], [-1.824, -2.022, -4.546], [-0.547, -0.970, -5.233], [0.505, -3.194, -3.415], [1.269, -2.327, -4.802], [-1.123, -4.065, -5.704], [1.227, -4.899, -7.031], [1.723, -3.224, -6.658], [0.200, -3.567, -7.666], [0.467, -6.219, -5.533], [1.408, -5.213, -4.293], [-0.934, -4.847, -3.150], [-1.640, -6.069, -4.255], [-0.102, -6.504, -1.619], [-1.458, -8.128, -4.609], [-0.976, -9.790, -4.137], [0.212, -8.661, -5.058], [1.654, -8.517, -1.583], [0.070, -8.945, -0.880], [0.795, -10.096, -2.094], [0.900, 3.326, -3.116], [0.964, 4.774, -1.024], [1.771, 2.851, 3.108], [2.573, 3.561, 1.898], [-0.599, 2.698, 3.286], [-0.481, 1.293, 1.465], [2.020, 8.184, 4.893], [2.826, 6.426, 5.137], [4.304, 6.456, 4.853], [4.652, 6.497, 2.935], [2.280, 5.735, 4.498], [2.643, 6.174, 6.182], [4.781, 5.543, 5.208], [4.810, 7.316, 5.285], [-1.104, 4.412, -3.694], [-1.698, 4.752, -5.521], [-0.540, 4.732, -6.484], [0.502, 6.375, -6.373], [-2.233, 5.700, -5.511], [-2.398, 3.947, -5.747], [-0.897, 4.693, -7.512], [0.149, 3.908, -6.310], [-1.771, 0.676, 3.041], [-2.810, -0.958, 2.826], [-4.246, -0.748, 3.230], [-4.441, -0.721, 5.169], [-2.308, -1.731, 3.403], [-2.740, -1.199, 1.766], [-4.862, -1.582, 2.895], [-4.666, 0.183, 2.857], [-0.216, 1.511, 6.932], [-2.072, 2.100, 6.847], [-2.165, 3.588, 6.631], [-1.789, 4.568, 8.273], [-2.552, 1.767, 7.765], [-2.501, 1.563, 6.002], [-3.181, 3.872, 6.358], [-1.473, 3.957, 5.877], [4.076, 6.921, 8.978], [4.877, 5.163, 9.233], [6.358, 5.190, 8.954], [6.713, 5.227, 7.039], [4.333, 4.471, 8.594], [4.689, 4.913, 10.276], [6.832, 4.277, 9.313], [6.863, 6.051, 9.386]]
}